{"formula": "C45H53F4N7RbS2Si2", "method": "the ωB97M-V functional and the def2-TZVPD basis", "elements": ["H", "H", "C", "S", "H", "C", "Rb", "C", "C", "H", "C", "C", "H", "C", "C", "S", "H", "C", "N", "C", "H", "H", "H", "H", "H", "C", "C", "H", "H", "H", "H", "C", "C", "C", "C", "C", "H", "C", "F", "C", "H", "H", "F", "H", "N", "H", "H", "C", "H", "H", "H", "H", "H", "H", "H", "C", "H", "H", "H", "C", "N", "C", "H", "H", "H", "Si", "H", "C", "C", "C", "C", "H", "C", "H", "C", "C", "Si", "H", "C", "H", "N", "C", "N", "C", "H", "H", "H", "N", "C", "C", "C", "H", "H", "H", "C", "C", "H", "C", "H", "C", "F", "H", "H", "H", "C", "N", "H", "H", "F", "C", "C", "C", "C", "H"], "coordinates": [[2.52377, 3.53699, 3.54559], [0.08722, -4.43770, -4.07577], [-0.17528, 3.81131, 1.92113], [-1.48779, 1.72881, -3.48108], [3.69330, -0.40551, -4.41474], [5.86191, -1.26535, -2.39666], [-0.47771, 0.60022, -0.70081], [-10.10976, 3.38499, 3.49312], [4.53791, 2.12445, 1.16891], [0.76043, -2.63962, 5.41119], [2.14607, 2.89409, 1.50990], [-8.60525, 5.16597, 3.04425], [2.89862, -3.85256, -2.88142], [-2.54310, 0.73634, -5.77082], [-1.32389, -0.89053, -4.48283], [-0.97714, -2.95253, 1.34523], [-0.46518, -5.39123, 4.55805], [3.92084, -3.55520, -2.64401], [-0.64885, -1.24550, -3.35342], [-0.83675, -2.53997, 2.95307], [-1.25656, -0.53464, 2.86263], [2.68515, -1.60642, 3.29060], [2.86222, -0.31659, -0.57371], [-0.47939, 5.25894, -1.02255], [5.33785, -2.92798, 2.43313], [2.69879, -3.90314, 0.94051], [-3.46433, 0.32518, 1.32939], [1.16962, 4.59689, -2.85980], [0.86155, -3.82818, -1.91321], [1.04417, -4.69426, 3.92366], [3.01053, 1.87914, 3.22195], [-5.07744, -1.42188, 1.19832], [-7.85408, 2.83163, 2.58677], [-5.59301, 2.29549, 1.82102], [-1.02035, -3.13205, -5.35337], [5.25930, -2.36462, 1.50019], [1.19427, 2.88999, -3.25097], [-6.53764, 3.19970, 2.20056], [-6.19517, 4.49184, 2.20618], [4.21797, 2.46487, -1.64291], [1.37435, -2.14084, -1.78149], [-0.68383, 4.70539, 1.56605], [-9.30184, 0.96379, 2.83397], [1.31610, 2.26510, 3.40087], [-5.25221, -2.54147, 0.99085], [-0.82083, -3.10666, 6.06591], [-1.32758, 3.88944, -0.31962], [-4.82270, -0.03874, 1.42009], [3.15296, -4.54720, 0.18753], [6.21909, -1.39305, -3.42149], [1.62535, -3.84804, 0.74871], [-0.30061, -5.06278, 2.81948], [-1.85045, -1.09446, 5.33537], [0.18225, 4.02335, 2.92579], [4.68220, 2.36925, 2.21777], [-7.14595, 0.53142, 2.12817], [6.05610, -0.23489, -2.09910], [4.70116, 1.54969, -1.30510], [-1.17243, -3.86503, -6.13818], [-8.09305, 1.43381, 2.50932], [-0.60002, -3.39135, 3.99116], [-0.04706, -4.71022, 3.81593], [1.45783, -1.22123, 2.08045], [5.36295, 2.57578, 0.61862], [-0.67265, 3.76710, -1.93834], [4.03389, -1.71071, -2.30760], [4.25134, -4.14238, -1.78613], [2.25851, 2.62955, 2.99487], [-8.82111, 3.75898, 3.01701], [1.73749, 3.67872, -2.71964], [-2.30035, -1.48737, -6.66553], [2.53806, 0.08807, -3.17762], [0.95837, 3.43047, 0.99452], [-0.92909, 3.02087, 1.99790], [0.51265, -2.79582, -1.93410], [3.36740, -1.28581, -0.62335], [3.45267, -2.18883, 0.99740], [3.89232, 2.29732, -2.66511], [-0.86233, -1.25212, 4.89436], [-0.19705, -0.46085, 5.23887], [-8.50825, 6.31348, 3.08761], [3.05422, -0.77205, -3.60884], [-2.33563, 0.58170, 1.31484], [-0.31861, -2.65132, 5.21159], [5.73430, -1.39329, 1.64945], [-2.47081, -2.23011, -7.43543], [2.70115, 3.82124, -3.20293], [-0.92915, -1.29291, 3.44710], [-1.80656, 0.46487, -4.62897], [-2.79025, -0.21711, -6.77022], [-0.47968, 4.16761, -0.94376], [-0.16121, -2.65336, -1.08995], [4.98266, 3.24794, -1.65925], [6.45446, -1.91553, -1.74957], [0.82608, 3.65146, -0.38009], [-1.55666, -1.83713, -5.51575], [2.28500, -1.40648, -4.05433], [1.88684, 3.36537, -1.24948], [4.55596, -3.82203, -3.49201], [3.06865, 2.82665, -0.73438], [-4.38864, 2.76729, 1.46539], [4.63797, 1.03979, 1.05969], [-2.92716, 1.74160, -5.88686], [2.83760, -4.37932, 1.91530], [3.20941, 2.61936, 0.64526], [-11.15469, 3.14960, 3.91829], [2.85290, -0.15332, 2.29619], [5.83009, -2.89879, 0.73744], [-7.48819, -0.76165, 2.12383], [-0.32950, -3.44987, -4.22440], [-0.18187, -2.46334, -3.22388], [-5.82354, 0.89753, 1.77215], [2.53077, -1.19594, 2.28881], [-3.37235, 0.06847, -7.63873]], "forces_ev_per_a": [[-0.017, 0.007, 0.017], [0.000, -0.013, 0.012], [0.032, -0.013, 0.002], [0.004, 0.071, 0.008], [0.014, -0.014, -0.015], [-0.032, 0.022, 0.037], [0.343, -0.259, -0.453], [0.064, -0.020, 0.032], [-0.010, 0.021, 0.012], [-0.002, 0.023, -0.035], [-0.009, -0.017, -0.007], [-0.006, -0.042, -0.016], [0.039, -0.009, 0.003], [0.008, 0.024, -0.020], [0.028, 0.054, 0.005], [-0.034, 0.077, 0.075], [0.002, 0.002, 0.011], [0.007, 0.002, 0.006], [0.011, 0.086, 0.073], [0.018, -0.113, -0.062], [-0.124, -0.061, 0.009], [-0.010, -0.005, 0.021], [0.049, 0.030, -0.010], [-0.002, 0.013, 0.007], [0.014, -0.003, 0.016], [0.001, 0.038, -0.064], [0.082, 0.041, 0.136], [-0.018, 0.007, -0.007], [-0.015, 0.006, 0.027], [-0.008, -0.006, -0.008], [0.006, -0.007, 0.000], [-0.046, 0.068, -0.037], [0.004, 0.008, 0.006], [0.006, 0.050, 0.012], [0.005, -0.008, -0.021], [-0.030, 0.019, -0.022], [-0.032, 0.021, 0.006], [0.026, 0.000, -0.014], [-0.007, -0.049, 0.006], [-0.009, -0.011, -0.025], [-0.049, -0.009, 0.037], [-0.010, 0.002, 0.003], [0.052, 0.016, -0.008], [-0.016, -0.008, 0.001], [0.037, -0.052, 0.024], [0.040, 0.001, 0.013], [-0.010, 0.002, 0.002], [-0.026, 0.020, 0.024], [0.043, -0.011, -0.029], [0.014, -0.010, -0.007], [0.008, -0.003, 0.012], [0.004, 0.001, 0.001], [-0.002, -0.022, -0.019], [0.006, 0.005, 0.014], [0.001, -0.003, 0.012], [-0.047, -0.005, -0.007], [-0.004, 0.056, -0.007], [0.037, -0.055, 0.005], [-0.007, 0.001, -0.007], [-0.008, -0.036, 0.001], [0.050, 0.075, -0.048], [-0.047, -0.040, 0.013], [0.007, 0.009, -0.005], [0.004, -0.002, 0.007], [0.004, 0.029, 0.003], [0.004, 0.027, -0.086], [0.049, -0.028, 0.019], [0.012, 0.003, -0.027], [-0.032, 0.028, -0.013], [0.050, -0.020, 0.011], [0.021, -0.011, 0.007], [-0.008, 0.057, -0.008], [-0.036, 0.063, -0.006], [-0.009, -0.006, -0.008], [-0.041, -0.001, -0.029], [-0.048, -0.001, 0.029], [0.054, -0.051, 0.010], [-0.011, -0.018, -0.024], [-0.005, 0.011, 0.035], [-0.012, -0.005, 0.020], [0.005, 0.026, 0.016], [0.061, -0.020, 0.034], [-0.294, -0.042, 0.325], [-0.063, 0.005, 0.041], [0.008, 0.029, 0.000], [-0.001, -0.012, -0.002], [0.001, 0.007, 0.004], [0.065, 0.197, -0.082], [0.062, -0.073, 0.038], [-0.017, 0.005, -0.016], [0.018, -0.048, -0.009], [-0.003, 0.005, -0.021], [0.002, 0.000, -0.014], [-0.002, -0.012, 0.018], [-0.155, -0.056, -0.015], [-0.013, 0.014, -0.006], [-0.004, 0.017, -0.005], [0.011, 0.024, -0.026], [-0.006, 0.011, -0.027], [-0.012, -0.021, 0.034], [-0.061, -0.003, 0.027], [0.015, -0.042, -0.003], [0.001, -0.002, -0.007], [-0.006, -0.023, 0.019], [0.013, -0.061, 0.001], [-0.044, 0.017, -0.025], [0.013, 0.019, 0.012], [0.002, -0.021, -0.014], [0.014, 0.051, 0.001], [-0.001, -0.001, 0.004], [-0.055, -0.034, 0.026], [0.038, -0.030, -0.010], [-0.014, 0.011, -0.003], [-0.005, 0.014, -0.002]], "mulliken_charge": [0.42, 0.39, -2.33, -0.55, 0.48, -1.18, 0.74, 0.06, -2.49, 0.30, 1.40, 0.10, 0.20, -0.54, -1.29, -0.37, 0.28, -1.03, 0.52, 0.09, -0.09, 0.37, 0.88, 0.32, 0.37, -0.70, -0.35, 0.47, 0.43, 0.27, 0.42, -0.18, 0.49, 0.40, -0.86, -1.14, 0.28, -0.23, -0.33, -1.97, -0.74, 0.53, -0.33, 0.36, -0.60, 0.37, 0.21, 0.48, 0.32, 0.37, 0.04, 0.35, 0.36, 0.45, 0.51, 0.00, 0.32, -0.10, 0.38, 0.20, 0.07, -0.96, -0.45, 0.51, 0.33, 0.22, 0.28, -2.51, 0.58, -2.24, -0.95, -0.06, 1.09, 0.20, 0.95, -0.14, 0.06, 0.44, -0.69, 0.30, -0.60, -0.80, -0.12, -0.56, 0.35, 0.33, 0.51, 0.34, 0.74, -0.49, -1.76, -0.48, 0.41, 0.28, 1.23, 1.14, 0.30, 0.65, 0.41, 1.79, -0.18, 0.24, 0.39, 0.25, 0.66, -0.60, -0.50, 0.26, -0.33, -0.75, -0.12, 0.58, 0.50, 0.34], "mol_weight_g_mol": 973.7, "fmax_ev_per_a": 0.625, "lumo_energy_ev": [-0.14, 0.78], "charge": -1, "e_tot_ev": -106910.4465, "relative_energy_kj_mol": 224.19}